A structure of composition C23H28HgIN7O5PS2. Source: the Open Molecules 2025 dataset; level of theory: ωB97M-V/def2-TZVPD.

Each line ends with the natural charge from an NBO analysis.
Geometry (Å):
Hg: -0.10600 -1.56849 -0.05857  1.41
O: -0.89896 -3.38673 -3.88165  -1.07
S: -0.19765 -3.74816 -2.63612  2.58
O: -0.69497 -4.96974 -2.03117  -1.03
O: -0.62645 -2.54110 -1.75920  -1.20
O: 1.27145 -3.62682 -2.74892  -1.07
C: 3.49493 3.00155 -2.42813  -1.00
P: 2.94949 1.79808 -1.14013  1.92
C: 4.40413 1.69511 -0.01926  -1.00
C: 3.00705 0.17968 -1.96125  -1.00
O: 1.66302 2.22674 -0.48027  -1.11
H: 4.41870 2.66021 -2.86267  0.23
H: 3.62698 4.00830 -2.03823  0.23
H: 2.71413 3.05227 -3.19678  0.25
H: 5.32777 1.65971 -0.61142  0.23
H: 4.33195 0.78728 0.57447  0.24
H: 4.43241 2.55731 0.62909  0.24
H: 4.07744 -0.01263 -2.15584  0.22
H: 2.48512 0.13511 -2.90530  0.27
H: 2.66034 -0.58781 -1.26742  0.28
I: 1.08098 0.18002 -6.69255  0.13
C: 0.52071 0.36642 -4.76794  -0.34
C: 0.31352 1.54219 -4.10515  -0.10
N: 0.13649 1.21477 -2.83799  -0.35
N: 0.17276 -0.12207 -2.65342  -0.27
C: 0.39065 -0.68994 -3.82734  -0.06
H: 0.29404 2.54754 -4.45755  0.21
H: 0.13687 1.77318 -2.00237  0.45
H: 0.40647 -1.77241 -3.94363  0.31
N: -4.03294 3.91842 0.24488  -0.80
C: -3.15173 2.83543 0.09506  0.20
C: -3.49161 1.74997 -0.71460  -0.31
C: -2.64934 0.64594 -0.75941  0.09
N: -1.56931 0.57969 -0.00886  -0.52
C: -1.23768 1.61516 0.75354  0.10
C: -1.96136 2.80016 0.81299  -0.32
H: -4.52552 4.20694 -0.58420  0.37
H: -3.63438 4.70766 0.73814  0.37
H: -4.39757 1.78621 -1.32165  0.20
H: -2.88314 -0.19484 -1.40664  0.22
H: -0.32625 1.49689 1.32480  0.21
H: -1.61905 3.60967 1.42757  0.21
S: -3.57629 -0.91740 2.46959  -0.51
C: -3.13539 -2.46668 1.94514  0.27
N: -4.03333 -3.07479 1.09118  -0.62
C: -3.71323 -4.26472 0.41757  -0.09
C: -2.58994 -4.92442 0.84037  -0.29
C: -1.79192 -4.32873 1.83372  -0.10
N: -2.03104 -3.06580 2.35823  -0.61
H: -4.74217 -2.42727 0.79394  0.41
H: -4.31036 -4.59342 -0.44143  0.19
H: -2.27301 -5.81573 0.32384  0.23
H: -0.88512 -4.82267 2.17721  0.17
C: 1.26291 -1.65014 1.58333  -0.95
C: 1.18398 -0.64533 2.68250  0.13
C: 2.18177 0.32913 2.86926  -0.28
C: 2.09544 1.26598 3.86173  -0.17
C: 0.98287 1.23507 4.69292  -0.24
C: -0.04369 0.30690 4.50759  -0.14
C: 0.06255 -0.62432 3.51473  -0.26
C: 0.83480 2.21409 5.75434  0.32
N: 0.73159 3.01551 6.57541  -0.41
H: 1.01566 -2.66491 1.93833  0.24
H: 2.24213 -1.67232 1.11464  0.20
H: 3.06136 0.34285 2.20056  0.19
H: 2.83474 2.05164 4.02663  0.21
H: -0.90206 0.38813 5.16631  0.22
H: -0.77574 -1.30755 3.36746  0.29

Values from the calculation:
* energy above the lowest of the compared OMol25 structures with the same formula, charge and spin: 0.8406 eV
* 2S+1: 2
* maximum force: 1.58 eV Å⁻¹
* total charge: -2